Entry 1:
Below is 3 unconnected molecules or ions with the total composition C17H38N4O5P, with properties calculated with wB97M-V/def2-TZVPD.

Structure (XYZ):
```
65
Properties=species:S:1:pos:R:3:nbo_charge:R:1
C 6.912 -3.047 3.957 -0.962
P 5.941 -2.142 2.694 1.128
O 6.244 -0.554 2.994 -0.955
C 4.225 -2.440 3.352 -0.041
C 3.584 -3.650 3.073 -0.186
C 2.340 -3.785 3.595 -0.127
C 1.787 -2.716 4.318 0.032
N 2.363 -1.568 4.556 -0.122
N 3.598 -1.514 4.051 -0.266
H 7.845 -2.515 4.123 0.282
H 6.399 -3.141 4.908 0.242
H 7.149 -4.025 3.552 0.264
H 5.539 -0.001 2.637 0.502
H 4.038 -4.426 2.480 0.266
H 1.748 -4.674 3.453 0.261
H 0.786 -2.823 4.705 0.244
H 4.088 -0.645 4.240 0.434
C 1.374 0.491 2.596 -0.243
O 0.948 1.473 1.691 -0.551
C 0.099 0.967 0.654 -0.074
C -1.281 1.570 0.779 -0.263
N -1.960 1.050 1.963 -0.628
C -3.214 1.733 2.279 -0.248
C -3.132 3.191 2.717 -0.085
O -2.487 3.379 3.965 -0.543
C -1.087 3.565 3.902 -0.242
H 2.059 0.966 3.301 0.180
H 0.535 0.070 3.160 0.174
H 1.908 -0.319 2.073 0.139
H 0.055 -0.127 0.665 0.171
H 0.536 1.276 -0.297 0.191
H -1.869 1.327 -0.110 0.233
H -1.165 2.661 0.825 0.172
H -1.341 1.137 2.759 0.343
H -3.685 1.171 3.089 0.203
H -3.880 1.659 1.415 0.198
H -4.158 3.542 2.858 0.196
H -2.689 3.836 1.950 0.164
H -0.782 4.079 2.987 0.173
H -0.553 2.612 3.984 0.147
H -0.797 4.178 4.756 0.192
C -0.897 -2.598 -5.765 -0.247
O -0.637 -1.244 -6.084 -0.559
C -1.617 -0.662 -6.940 -0.072
C -2.342 0.455 -6.223 -0.242
N -3.193 -0.076 -5.164 -0.621
C -3.767 0.945 -4.292 -0.248
C -2.809 1.737 -3.408 -0.084
O -2.173 0.957 -2.405 -0.557
C -0.956 0.354 -2.806 -0.243
H -0.062 -2.962 -5.168 0.188
H -1.818 -2.704 -5.183 0.163
H -0.968 -3.209 -6.670 0.175
H -2.321 -1.412 -7.308 0.181
H -1.090 -0.245 -7.803 0.186
H -2.961 1.000 -6.940 0.198
H -1.583 1.145 -5.829 0.165
H -2.647 -0.713 -4.599 0.349
H -4.480 0.438 -3.637 0.204
H -4.343 1.646 -4.902 0.197
H -3.406 2.480 -2.872 0.191
H -2.068 2.299 -3.987 0.166
H -0.412 0.956 -3.537 0.179
H -1.134 -0.648 -3.207 0.167
H -0.334 0.242 -1.919 0.171
```

Results
LUMO level, eV: -5.10
Net charge: +1
E, Eh: -1606.74445

=====

Entry 2:
Below is a single C5H9NO2 molecule, with properties calculated with wB97M-V/def2-TZVPD.

Structure (XYZ):
```
17
Properties=species:S:1:pos:R:3:nbo_charge:R:1
O 1.686 -1.580 0.989 -0.508
C 0.708 -2.148 0.593 0.462
C -0.107 -1.573 -0.499 -0.534
C -0.986 -0.460 0.063 -0.407
C -0.891 0.960 -0.674 -0.219
N 0.417 1.728 -0.424 -0.631
C 0.960 2.103 0.753 0.520
O 1.937 2.826 0.690 -0.603
H 0.106 -3.098 1.015 0.096
H 0.661 -1.202 -1.195 0.229
H -0.645 -2.383 -0.975 0.214
H -2.033 -0.690 0.115 0.218
H -0.556 -0.452 1.137 0.210
H -1.704 1.667 -0.297 0.212
H -0.945 0.620 -1.761 0.216
H 1.005 1.783 -1.226 0.402
H 0.387 1.899 1.695 0.124
```

Results
SMILES string: O=CCCCNC=O
LUMO level, eV: 0.72
Net charge: 0
E, Eh: -401.09831

=====

Entry 3:
Below is a molecular structure, C31H16ClF5N3NiOS2, with properties calculated with wB97M-V/def2-TZVPD.

Structure (XYZ):
```
60
Properties=species:S:1:pos:R:3:nbo_charge:R:1
Ni -0.721 0.500 -0.031 1.327
Cl 3.494 -3.103 4.627 -0.052
C 2.234 -2.198 3.806 -0.121
C 0.908 -2.268 4.284 -0.191
C -0.093 -1.591 3.653 -0.273
C 0.137 -0.798 2.475 0.459
O -0.843 -0.263 1.877 -0.732
C 1.521 -0.685 2.061 -0.276
C 1.966 0.182 1.016 0.212
N 1.218 1.000 0.365 -0.581
C 1.769 1.900 -0.553 0.262
C 2.995 2.497 -0.411 -0.277
C 3.469 3.426 -1.367 -0.190
C 2.712 3.778 -2.442 -0.238
C 1.422 3.212 -2.605 -0.010
C 0.562 3.549 -3.677 -0.151
C -0.663 2.967 -3.770 -0.261
C -1.050 2.032 -2.784 0.085
N -0.286 1.704 -1.784 -0.438
C 0.950 2.272 -1.670 0.107
C 2.526 -1.425 2.727 -0.156
H 0.695 -2.876 5.155 0.215
H -1.116 -1.658 4.002 0.216
H 3.028 0.118 0.754 0.165
H 3.594 2.269 0.461 0.215
H 4.447 3.872 -1.228 0.208
H 3.075 4.491 -3.173 0.205
H 0.891 4.275 -4.413 0.206
H -1.339 3.203 -4.581 0.216
H -2.020 1.546 -2.821 0.207
H 3.550 -1.358 2.373 0.212
S -4.016 3.325 1.159 0.331
C -2.604 4.273 1.338 -0.423
C -1.473 3.576 1.016 -0.296
C -1.702 2.220 0.608 -0.332
C -3.045 1.970 0.641 -0.351
C -3.591 0.682 0.222 0.230
C -4.917 0.284 0.388 -0.264
C -5.309 -0.967 -0.047 -0.153
C -4.381 -1.805 -0.650 -0.300
C -3.083 -1.346 -0.782 0.084
N -2.695 -0.144 -0.362 -0.517
H -2.688 5.299 1.672 0.218
H -0.488 4.031 1.072 0.205
H -5.616 0.955 0.873 0.216
H -6.335 -1.291 0.087 0.206
H -4.648 -2.792 -1.001 0.215
H -2.306 -1.941 -1.249 0.232
F 2.764 -6.252 0.369 -0.304
C 2.229 -5.114 -0.099 0.229
C 2.754 -4.496 -1.213 0.254
F 3.823 -5.037 -1.824 -0.307
C 2.190 -3.329 -1.694 0.302
F 2.768 -2.782 -2.775 -0.308
C 1.077 -2.715 -1.114 -0.248
S 0.397 -1.244 -1.770 -0.461
C 0.589 -3.374 0.017 0.290
F -0.477 -2.888 0.670 -0.307
C 1.139 -4.539 0.520 0.300
F 0.611 -5.128 1.604 -0.308
```

Results
2S+1: 3
⟨S²⟩: 2.007
LUMO level (alpha / beta), eV: 2.08 / 2.05
Net charge: -1
E, Eh: -4694.75591

=====

Entry 4:
Below is a molecular structure, C25H19Cl3MoO2PS4SiTe, with properties calculated with wB97M-V/def2-TZVPD.

Structure (XYZ):
```
57
Properties=species:S:1:pos:R:3:nbo_charge:R:1
Mo 0.237 -1.142 2.148 -0.118
O -1.044 1.392 4.519 -0.541
C -0.857 1.371 3.335 0.770
O 0.192 0.780 2.745 -0.772
C -1.800 1.995 2.349 -0.070
C -2.669 2.976 2.807 -0.166
C -3.533 3.610 1.929 -0.180
C -3.540 3.256 0.587 -0.183
C -2.693 2.261 0.125 -0.189
C -1.822 1.617 1.000 -0.363
P -0.698 0.355 0.321 1.083
C 0.582 1.348 -0.511 -0.353
C 0.465 1.726 -1.846 -0.217
C 1.410 2.568 -2.416 -0.147
C 2.468 3.048 -1.660 -0.204
C 2.584 2.683 -0.325 -0.196
C 1.649 1.836 0.250 -0.208
C -1.620 -0.541 -0.949 -0.382
C -2.968 -0.839 -0.752 -0.195
C -3.623 -1.707 -1.613 -0.198
C -2.939 -2.286 -2.672 -0.184
C -1.592 -2.006 -2.864 -0.194
C -0.931 -1.146 -2.002 -0.210
H -2.646 3.239 3.856 0.248
H -4.198 4.383 2.291 0.232
H -4.208 3.753 -0.103 0.230
H -2.719 1.987 -0.923 0.225
H -0.364 1.382 -2.448 0.228
H 1.306 2.861 -3.453 0.221
H 3.194 3.715 -2.106 0.230
H 3.399 3.065 0.276 0.231
H 1.737 1.587 1.298 0.237
H -3.511 -0.399 0.076 0.231
H -4.669 -1.930 -1.455 0.232
H -3.454 -2.958 -3.345 0.230
H -1.054 -2.462 -3.685 0.225
H 0.127 -0.960 -2.143 0.229
S -0.943 -1.914 3.734 0.250
S -1.601 -3.952 3.597 0.000
S -1.659 -4.303 1.613 0.062
S -0.308 -2.948 0.745 0.067
Cl 3.793 -0.655 3.157 -0.381
Si 2.003 -1.249 4.040 1.127
Cl 2.295 -3.141 4.812 -0.361
Cl 1.671 -0.035 5.626 -0.303
Te 2.008 -3.215 1.333 0.886
C 2.551 -2.363 -0.520 -0.329
C 2.314 -3.081 -1.689 -0.231
C 2.658 -2.523 -2.909 -0.204
C 3.243 -1.264 -2.959 -0.167
C 3.490 -0.559 -1.790 -0.216
C 3.145 -1.106 -0.562 -0.168
H 1.864 -4.066 -1.653 0.230
H 2.478 -3.077 -3.821 0.234
H 3.513 -0.833 -3.914 0.231
H 3.946 0.420 -1.830 0.236
H 3.339 -0.552 0.348 0.226
```

Results
LUMO level, eV: -4.54
Net charge: +1
E, Eh: -5054.94397

=====

Going through the records in order, we get energy above the lowest of the compared OMol25 structures with the same formula, charge and spin values of 409.0, 206.0, 0.0, 37.4 kJ/mol.